1.
The following is a DFT calculation (ωB97M-V/def2-TZVPD) of 2 unconnected molecules or ions with the total composition CH6N2O.

Summary:
⟨S²⟩ ... 2.0044
Energy above the lowest of the compared OMol25 structures with the same formula, charge and spin ... 10.4 kcal per mole
HOMO level (alpha / beta) ... -7.26 / -9.84 eV
Total charge ... 0
Multiplicity ... 3
Kohn-Sham gap (alpha / beta) ... 8.4 / 8.6 eV

Positions of all 10 atoms, in Å:
C1 -0.6320 -0.7580 0.0516
N1 1.2991 0.2970 0.5744
N2 0.7845 -0.6349 -0.1929
O1 -1.2541 0.4380 0.4102
H1 -1.0134 -1.3663 -0.7265
H2 -0.6336 -1.4743 0.9661
H3 2.3496 0.5605 0.3670
H4 0.5477 1.0793 0.7053
H5 -0.0395 0.9799 -1.7299
H6 -1.4084 0.8787 -0.4253

***

2.
The following is a DFT calculation (ωB97M-V/def2-TZVPD) of 4 unconnected molecules or ions with the total composition C21H52N4O.

Summary:
Energy above the lowest of the compared OMol25 structures with the same formula, charge and spin ... 5.7 kcal per mole
HOMO level ... -8.19 eV
Total charge ... 0
Kohn-Sham gap ... 8.9 eV

Positions of all 78 atoms, in Å:
C1 1.6439 -8.2922 -2.3111
C2 2.5710 -7.1561 -1.8220
N1 2.1178 -6.4425 -0.6307
C3 0.8618 -5.7278 -0.8054
C4 0.8427 -4.8440 -2.0434
C5 2.1071 -7.2446 0.5748
C6 3.5087 -7.6555 1.0403
H1 0.9174 -7.9349 -3.0494
H2 1.0416 -8.7222 -1.5098
H3 2.2036 -9.0869 -2.8032
H4 3.5178 -7.6089 -1.5239
H5 2.7359 -6.4576 -2.6364
H6 0.0347 -6.4615 -0.8564
H7 0.6881 -5.0921 0.0647
H8 0.7997 -5.4129 -2.9724
H9 -0.0921 -4.2751 -2.0285
H10 1.6769 -4.1450 -2.0383
H11 1.4464 -8.1215 0.4785
H12 1.6629 -6.5974 1.3358
H13 4.2338 -6.8728 0.8292
H14 3.8443 -8.5531 0.5140
H15 3.4720 -7.8981 2.1008
C7 -2.0557 -1.6218 -1.1959
C8 -2.2677 -0.7022 -2.4125
N2 -1.8222 0.6635 -2.2384
C9 -0.3891 0.8195 -2.3751
C10 0.0439 0.9044 -3.8444
C11 -2.4389 1.3207 -1.1025
C12 -2.3687 2.8369 -1.1803
H16 -1.9577 -2.6782 -1.4467
H17 -2.8317 -1.4774 -0.4435
H18 -1.1088 -1.4054 -0.6855
H19 -1.7140 -1.1380 -3.2500
H20 -3.3141 -0.6992 -2.7256
H21 -0.0288 1.7231 -1.8828
H22 0.1512 -0.0178 -1.8978
H23 0.0268 -0.0404 -4.3871
H24 -0.6499 1.5776 -4.3599
H25 1.0266 1.3618 -3.9772
H26 -2.0377 0.9894 -0.1269
H27 -3.4910 1.0208 -1.0770
H28 -1.3784 3.2285 -0.9391
H29 -3.0217 3.2561 -0.4069
H30 -2.7100 3.2017 -2.1464
C13 0.5444 1.5782 1.7243
C14 1.0633 2.9945 2.0204
N3 2.4879 3.0809 2.2554
C15 2.8716 4.4669 2.5078
C16 4.3416 4.6228 2.9025
C17 3.2990 2.4614 1.2110
C18 3.0764 2.9661 -0.2211
H31 0.9245 1.3013 0.7345
H32 -0.5258 1.7062 1.5681
H33 0.9119 0.8421 2.4316
H34 0.7005 3.6489 1.2068
H35 0.5624 3.3260 2.9367
H36 2.6243 5.1370 1.6713
H37 2.2859 4.7716 3.3800
H38 4.6774 3.7623 3.4795
H39 4.9970 4.7292 2.0344
H40 4.4690 5.5316 3.4903
H41 3.1182 1.3864 1.2352
H42 4.3426 2.5886 1.4938
H43 4.0391 2.9663 -0.7486
H44 2.6901 3.9798 -0.3071
H45 2.4687 2.2818 -0.8163
C19 -4.2209 4.0611 2.6659
C20 -5.4017 4.9021 2.2298
O1 -6.3911 4.4175 1.7172
N4 -5.2869 6.2363 2.4773
C21 -6.2748 7.1971 2.0308
H46 -4.4470 3.7748 3.6939
H47 -3.3257 4.6856 2.6862
H48 -4.0919 3.2214 1.9967
H49 -4.3967 6.5813 2.7845
H50 -6.9967 7.4197 2.8194
H51 -6.8449 6.7476 1.2175
H52 -5.7902 8.1048 1.6848

***

3.
The following is a DFT calculation (ωB97M-V/def2-TZVPD) of a single C6H12Br4NO3P molecule.

Summary:
HOMO level ... -10.03 eV
Total charge ... 0
Kohn-Sham gap ... 10.2 eV

Positions of all 27 atoms, in Å:
O1 2.8917 -1.2860 0.2404
Br1 0.2149 1.1405 5.7711
Br2 -1.8576 2.6196 -1.0255
Br3 3.3617 1.9057 4.7798
Br4 -0.0441 0.6096 -3.3807
O2 1.3768 0.4373 1.2847
O3 0.4805 -1.1194 -0.8576
N1 2.3724 0.6738 -1.1612
C1 0.5269 1.1184 3.8214
C2 -2.4859 1.0108 -1.9910
C3 2.3729 1.0811 2.0860
C4 -0.7423 -0.4276 -0.6820
C5 1.9993 0.9783 3.5756
C6 -1.4082 -0.0803 -2.0786
P1 1.8022 -0.3108 -0.0937
H1 3.3574 0.3871 -1.2249
H2 1.8901 0.5053 -2.0309
H3 0.3353 2.0771 3.3842
H4 -0.0115 0.2279 3.3298
H5 -3.2805 0.5956 -1.4067
H6 -2.8991 1.1638 -2.9106
H7 2.4775 2.1755 1.8713
H8 3.4655 0.6122 1.9914
H9 -0.7591 0.4932 -0.0136
H10 -1.5011 -1.1820 -0.2810
H11 2.0767 -0.0809 3.8205
H12 -1.7246 -1.0381 -2.5302

***

4.
The following is a DFT calculation (ωB97M-V/def2-TZVPD) of a molecular structure, C17H39O5Si2V.

Summary:
⟨S²⟩ ... 2.0346
HOMO level (alpha / beta) ... -14.77 / -14.81 eV
Total charge ... +2
Multiplicity ... 3
Kohn-Sham gap (alpha / beta) ... 8.5 / 9.3 eV

Positions of all 64 atoms, in Å:
V1 -0.1292 -0.0693 -0.7571
C1 0.6227 2.6410 -1.3734
C2 1.8894 1.9544 -0.8535
O1 1.9183 0.5791 -1.2584
C3 2.4688 0.2766 -2.5492
C4 1.4109 0.2196 -3.6464
O2 0.2766 -0.5670 -3.2732
C5 0.4110 -1.9866 -3.3937
C6 0.7019 -2.6118 -2.0345
O3 -0.1437 -2.0120 -1.0315
C7 -1.4693 -2.5640 -0.8505
C8 -2.5214 -1.6200 -1.4263
O4 -2.1732 -0.2640 -1.0620
C9 -2.4823 0.7079 -2.0876
C10 -1.7030 2.0010 -1.8391
O5 -0.4110 1.6441 -1.3059
H1 0.7329 2.9824 -2.4042
H2 0.3637 3.4908 -0.7409
H3 1.8774 1.9255 0.2369
H4 2.7739 2.4921 -1.1939
H5 2.9547 -0.6939 -2.4445
H6 3.2346 1.0067 -2.8159
H7 1.8717 -0.1750 -4.5545
H8 1.0206 1.2122 -3.8721
H9 1.2049 -2.2561 -4.0930
H10 -0.5325 -2.3590 -3.7958
H11 1.7242 -2.4108 -1.7198
H12 0.5566 -3.6913 -2.0638
H13 -1.6157 -2.6890 0.2221
H14 -1.5476 -3.5415 -1.3237
H15 -3.5023 -1.8721 -1.0226
H16 -2.5595 -1.7036 -2.5145
H17 -3.5512 0.9254 -2.0933
H18 -2.1997 0.2973 -3.0592
H19 -2.2119 2.6567 -1.1385
H20 -1.5777 2.5272 -2.7865
C11 -2.3997 2.1410 1.3590
Si1 -1.2586 1.0315 2.3910
C12 -0.3554 2.2289 3.5239
C13 -2.3763 -0.1231 3.3784
C14 -0.1627 -0.1154 1.2846
Si2 1.4232 -0.7565 2.2082
C15 2.6962 -1.4328 0.9757
C16 2.3529 0.4577 3.3027
C17 0.8204 -2.2058 3.2540
H21 -3.1014 2.6124 2.0509
H22 -2.9953 1.5863 0.6319
H23 -1.8542 2.9517 0.8683
H24 -1.0664 2.9959 3.8389
H25 0.4829 2.7376 3.0461
H26 0.0118 1.7439 4.4273
H27 -3.0853 0.4697 3.9611
H28 -1.8120 -0.7373 4.0816
H29 -2.9573 -0.7879 2.7352
H30 -0.7942 -1.0229 1.2840
H31 3.2098 -0.6498 0.4193
H32 2.2577 -2.1449 0.2728
H33 3.4572 -1.9748 1.5422
H34 2.5240 1.4366 2.8525
H35 3.3311 0.0273 3.5289
H36 1.8431 0.6091 4.2530
H37 0.3852 -3.0083 2.6537
H38 0.0771 -1.8937 3.9893
H39 1.6627 -2.6298 3.8057

***

5.
The following is a DFT calculation (ωB97M-V/def2-TZVPD) of a single C18H23Cl2N3O4 molecule.

Summary:
Energy above the lowest of the compared OMol25 structures with the same formula, charge and spin ... 0.0 kcal per mole
HOMO level ... -9.05 eV
Total charge ... 0
Kohn-Sham gap ... 9.2 eV

Positions of all 50 atoms, in Å:
C1 2.4090 5.0939 5.1827
H1 1.4002 4.6900 5.1581
H2 2.3604 6.1570 5.3982
H3 2.9610 4.5958 5.9754
C2 3.1002 4.8643 3.8373
C3 4.5373 5.3819 3.8798
H4 5.0258 5.2084 2.9251
H5 4.5361 6.4479 4.0892
H6 5.0961 4.8683 4.6594
C4 2.3097 5.5301 2.7108
H7 1.2993 5.1275 2.6742
H8 2.7969 5.3499 1.7566
H9 2.2561 6.6011 2.8842
O1 3.0839 3.4263 3.6797
C5 3.6383 2.8559 2.5964
O2 4.1462 3.4432 1.6668
N1 3.5975 1.4994 2.6789
C6 3.9404 0.7191 1.5070
C7 2.7965 -0.2367 1.1395
H10 2.8996 -1.1859 1.6673
H11 2.8251 -0.4434 0.0690
C8 1.4570 0.4012 1.5353
C9 0.3256 -0.4753 1.0285
O3 -0.2015 -1.3696 1.6601
N2 -0.0526 -0.1951 -0.2382
N3 -1.0280 -0.9643 -0.8638
C10 -1.2984 -0.7503 -2.1667
O4 -0.7400 0.1410 -2.7856
C11 -2.3614 -1.6018 -2.7755
C12 -2.6338 -2.9348 -2.4661
C13 -3.6409 -3.6238 -3.1249
C14 -4.3878 -2.9839 -4.1013
C15 -4.1238 -1.6649 -4.4422
C16 -3.1132 -0.9969 -3.7834
H12 -2.8741 0.0245 -4.0381
H13 -4.6982 -1.1766 -5.2126
Cl1 -5.6425 -3.8469 -4.9019
H14 -3.8377 -4.6552 -2.8792
Cl2 -1.7149 -3.8248 -1.2998
H15 -1.3960 -1.7040 -0.2763
H16 0.3528 0.4997 -0.8544
C17 1.3849 0.5393 3.0633
H17 0.9663 -0.3779 3.4803
H18 0.7190 1.3639 3.3192
C18 2.7853 0.7918 3.6424
H19 2.7266 1.3743 4.5601
H20 3.2893 -0.1535 3.8605
H21 1.3904 1.3854 1.0615
H22 4.1365 1.4271 0.6985
H23 4.8588 0.1532 1.7009

***

6.
The following is a DFT calculation (ωB97M-V/def2-TZVPD) of a molecular structure, CH52Cl2Ni2O29.

Summary:
⟨S²⟩ ... 6.0064
HOMO level (alpha / beta) ... -8.74 / -8.71 eV
Total charge ... 0
Multiplicity ... 5
Kohn-Sham gap (alpha / beta) ... 7.9 / 7.9 eV

Positions of all 86 atoms, in Å:
Ni1 -30.2187 -0.9908 -13.3682
Ni2 -25.7850 -3.9996 -11.0462
C1 -28.3872 -2.2448 -12.0326
O1 -28.4162 -1.0287 -12.2385
O2 -27.4783 -2.9409 -11.5359
O3 -29.4734 -2.6357 -12.4160
Cl1 -25.1501 -4.8504 -13.3829
Cl2 -30.3278 1.5798 -13.9966
O4 -34.0590 -3.3352 -13.0141
H1 -34.7070 -3.8839 -13.4561
H2 -34.5598 -2.8585 -12.3521
O5 -30.0930 3.6617 -11.1511
H3 -29.1612 3.7196 -10.9396
H4 -30.1427 2.9948 -11.8358
O6 -30.3800 -4.0714 -9.7720
H5 -30.7396 -4.8600 -10.1782
H6 -29.8760 -3.6510 -10.4687
O7 -24.1756 -2.4643 -11.0297
H7 -23.2335 -2.5766 -10.9030
H8 -24.3970 -1.6909 -10.5111
O8 -23.1904 -0.4786 -14.3364
H9 -24.0856 -0.6029 -14.0208
H10 -22.6529 -1.0098 -13.7489
O9 -29.8059 -5.2901 -12.9080
H11 -29.5891 -4.3794 -12.7086
H12 -30.2651 -5.2494 -13.7468
O10 -31.6313 -5.0913 -14.8884
H13 -32.4860 -5.5207 -14.8512
H14 -31.7762 -4.3148 -15.4289
O11 -26.2068 -3.4822 -8.9278
H15 -26.3456 -4.1313 -8.2382
H16 -26.3618 -2.6402 -8.4995
O12 -29.9731 -4.4755 -7.0237
H17 -30.0511 -5.3990 -6.7842
H18 -30.0432 -4.4684 -7.9784
O13 -29.1768 -0.5784 -9.4619
H19 -28.9118 -0.5411 -10.3809
H20 -29.7743 -1.3248 -9.4146
O14 -31.5542 -6.3661 -10.2383
H21 -32.4580 -6.1765 -10.4901
H22 -31.5693 -6.3791 -9.2813
O15 -27.4238 3.1764 -10.3547
H23 -26.8122 3.9096 -10.2878
H24 -27.0316 2.5954 -11.0065
O16 -31.7645 -1.8673 -14.3021
H25 -32.4263 -1.4318 -14.8394
H26 -32.2402 -2.5686 -13.8571
O17 -26.7571 -5.8000 -10.6517
H27 -27.5287 -5.6686 -10.1007
H28 -26.5128 -6.7143 -10.5086
O18 -26.6882 1.1194 -12.0113
H29 -27.4228 0.5061 -11.9880
H30 -25.9358 0.5834 -12.2618
O19 -24.2349 -4.9584 -10.0324
H31 -24.0398 -4.9242 -9.0959
H32 -23.5270 -5.4832 -10.4061
O20 -31.6624 -0.6366 -11.7433
H33 -31.8094 -1.1840 -10.9719
H34 -32.1490 0.1677 -11.5631
O21 -28.4638 -7.4926 -12.5666
H35 -28.4230 -7.5753 -13.5193
H36 -28.9540 -6.6842 -12.4166
O22 -27.8026 1.4037 -8.3694
H37 -27.5465 2.0413 -9.0359
H38 -28.5504 0.9444 -8.7516
O23 -31.7516 -1.8720 -9.4296
H39 -31.9479 -1.7162 -8.5058
H40 -31.5594 -2.8084 -9.4795
O24 -29.1763 -1.6264 -15.0277
H41 -29.2789 -1.3556 -15.9400
H42 -28.4632 -2.2646 -15.0456
O25 -27.7156 -3.9484 -15.0415
H43 -28.1814 -4.7385 -14.7679
H44 -26.8519 -4.0266 -14.6364
O26 -24.7564 -0.1896 -9.7548
H45 -25.3325 -0.2314 -8.9915
H46 -25.2046 0.3992 -10.3619
O27 -26.4766 -0.9806 -7.7705
H47 -26.0344 -0.7893 -6.9434
H48 -26.9454 -0.1739 -7.9842
O28 -27.2755 2.8852 -14.0128
H49 -27.0927 2.1841 -13.3873
H50 -28.2264 2.8680 -14.1215
O29 -25.6160 -1.4061 -13.6387
H51 -25.5257 -2.3512 -13.7607
H52 -26.4583 -1.3007 -13.1962

***

7.
The following is a DFT calculation (ωB97M-V/def2-TZVPD) of a molecular structure, C33H21BrN4O5PdS.

Summary:
HOMO level ... -7.65 eV
Total charge ... 0
Kohn-Sham gap ... 7.2 eV

Positions of all 66 atoms, in Å:
Pd1 0.1200 -0.5082 -0.1242
O1 3.7348 0.8613 2.2255
C1 3.9849 -0.3584 2.7460
C2 5.0448 -0.4474 3.6501
C3 5.3721 -1.6538 4.2302
C4 4.6512 -2.8055 3.9214
C5 3.6021 -2.7257 3.0324
C6 3.2431 -1.5136 2.4302
C7 2.0922 -1.4795 1.5050
O2 1.8293 -0.3426 0.9155
N1 1.4088 -2.5792 1.3125
N2 0.3562 -2.3785 0.4510
C8 -0.2676 -3.3736 -0.0609
C9 -1.3986 -3.2548 -0.9531
C10 -1.9702 -4.4608 -1.3981
C11 -3.0610 -4.4931 -2.2319
C12 -3.6189 -3.2844 -2.6545
C13 -3.0942 -2.0835 -2.2421
C14 -1.9778 -2.0192 -1.3785
O3 -1.5872 -0.8208 -1.0200
H1 2.9911 0.7571 1.5950
H2 5.5971 0.4557 3.8735
H3 6.1963 -1.7013 4.9308
H4 4.9105 -3.7533 4.3730
H5 3.0263 -3.6044 2.7793
H6 0.0720 -4.3677 0.2181
H7 -1.5197 -5.3889 -1.0657
H8 -3.4808 -5.4363 -2.5524
H9 -4.4756 -3.2877 -3.3174
H10 -3.5269 -1.1445 -2.5633
S1 -0.5555 3.4914 2.4480
C15 -1.8059 2.3727 2.8803
C16 -2.7556 2.4536 3.8944
C17 -3.6583 1.4166 4.0174
C18 -3.6216 0.3149 3.1531
C19 -2.6812 0.2304 2.1499
C20 -1.7665 1.2752 2.0128
N3 -0.7656 1.3284 1.0668
C21 -0.0753 2.4233 1.1535
C22 1.0547 2.7620 0.2948
C23 2.1949 3.3471 0.8538
C24 3.3438 3.5320 0.1094
C25 3.3742 3.1269 -1.2178
C26 2.2410 2.5938 -1.8091
C27 1.0875 2.4364 -1.0587
H11 -2.7856 3.3009 4.5658
H12 -4.4097 1.4569 4.7946
H13 -4.3443 -0.4802 3.2781
H14 -2.6342 -0.6081 1.4673
H15 2.1945 3.5985 1.9065
H16 4.2210 3.9598 0.5737
H17 4.2775 3.2349 -1.8026
H18 2.2466 2.3110 -2.8530
Br1 -3.1686 -0.7846 -6.5305
C28 -2.5731 0.5897 -5.3820
C29 -3.1555 1.8511 -5.4560
N4 -2.8020 2.8557 -4.6646
C30 -1.8511 2.6380 -3.7645
C31 -1.2023 1.4130 -3.6331
C32 -1.5755 0.3564 -4.4619
C33 -0.1425 1.1687 -2.6394
O4 -0.1115 2.1096 -1.6711
O5 0.5821 0.2119 -2.6448
H19 -3.9372 2.0467 -6.1804
H20 -1.5910 3.4685 -3.1207
H21 -1.1019 -0.6102 -4.3575

***

8.
The following is a DFT calculation (ωB97M-V/def2-TZVPD) of a single C3H6N2O2S molecule.

Summary:
Energy above the lowest of the compared OMol25 structures with the same formula, charge and spin ... 53.9 kcal per mole
HOMO level ... -9.37 eV
Total charge ... 0
Kohn-Sham gap ... 9.6 eV

Positions of all 14 atoms, in Å:
C1 0.1964 0.3605 1.4743
C2 -0.4067 0.7112 0.1186
C3 -0.4677 -1.6715 -0.9240
N1 0.3968 1.4781 2.1112
N2 -0.1291 -0.2894 -1.0457
O1 0.4717 -0.7431 1.8711
O2 -0.7518 1.8170 -0.1659
S1 -0.0767 0.4571 -2.6592
H1 0.0335 -1.9682 -0.1186
H2 -1.5130 -2.0075 -0.7792
H3 -0.0442 -2.1959 -1.8405
H4 0.1743 2.3369 1.7344
H5 0.9268 1.4326 3.0072
H6 1.1897 0.2822 -2.7837